No. 1
ORCA calculation (ωB97M-V/def2-TZVPD) on a molecular structure, C4H11N2S.

Each line ends with the Mulliken charge.
Cartesian coordinates (Å):
C1 0.947 1.279 0.084  -0.263
C2 -0.853 -1.428 -0.948  -0.605
C3 2.696 0.070 1.256  -0.774
C4 -2.561 0.311 -0.108  -0.856
N1 1.603 0.197 0.269  0.086
N2 -1.689 -0.377 -1.143  -0.169
S1 1.388 -1.121 -0.744  -0.049
H1 1.021 2.113 0.787  0.296
H2 0.041 1.296 -0.576  0.300
H3 -0.894 -1.928 -0.007  0.390
H4 -0.644 -2.002 -1.888  0.419
H5 2.221 0.142 2.233  0.367
H6 3.344 -0.811 1.166  0.283
H7 3.542 0.955 1.287  0.314
H8 -2.707 1.350 -0.404  0.335
H9 -3.507 -0.224 -0.056  0.344
H10 -2.157 0.230 0.884  0.341
H11 -1.792 -0.052 -2.089  0.241

Summary:
- net charge = +1
- E_HOMO (eV) = -12.92
- HOMO-LUMO gap (eV) = 8.44


No. 2
ORCA calculation (ωB97M-V/def2-TZVPD) on C12H13N2P in the gas phase.

Each line ends with the Mulliken spin population.
Cartesian coordinates (Å):
C1 3.226 -0.286 -0.385  -0.023
C2 0.319 1.535 0.941  0.005
C3 -3.494 -0.631 0.310  -0.071
C4 -2.532 -0.483 1.172  0.255
C5 -3.129 -0.874 -1.096  0.443
C6 -1.034 -0.380 0.875  -0.144
C7 -1.825 -0.733 -1.509  0.002
C8 -0.755 -0.629 -0.563  0.374
C9 2.370 -2.563 -0.029  0.005
C10 0.404 3.518 -0.120  0.002
C11 2.017 -1.071 0.018  0.109
C12 1.108 2.295 0.184  0.044
N1 4.195 0.181 -0.706  0.007
N2 -0.377 0.717 1.528  0.040
P1 0.776 -0.640 -1.314  0.852
H1 -4.520 -0.487 0.514  -0.002
H2 -2.702 -0.287 2.246  0.009
H3 -3.958 -1.214 -1.657  0.035
H4 -0.486 -1.240 1.404  0.092
H5 -1.511 -0.807 -2.557  -0.007
H6 3.503 -2.778 0.150  0.002
H7 1.832 -3.059 0.760  -0.004
H8 2.110 -3.021 -1.033  -0.009
H9 -0.436 3.517 0.589  0.001
H10 0.906 4.383 0.403  0.002
H11 0.100 3.697 -1.122  0.000
H12 1.761 -0.672 0.954  -0.010
H13 2.132 2.013 0.043  -0.007

Summary:
- E_HOMO (spin up / spin down) (eV) = -6.38 / -8.82
- HOMO-LUMO gap (spin up / spin down) (eV) = 7.15 / 6.61
- spin multiplicity = 3
- expectation value of S² = 2.022


No. 3
ORCA calculation (ωB97M-V/def2-TZVPD) on a molecular structure, C14H30AlBr4CaCl4CsF5KNO3S2.

Each line ends with the Mulliken charge.
Cartesian coordinates (Å):
N1 1.996 1.628 1.227  -0.483
C1 0.801 1.273 0.323  -0.809
C2 -0.208 0.291 1.163  0.191
C3 -1.445 1.182 1.845  -0.875
S1 -3.097 0.226 1.750  0.371
S2 -3.723 -0.056 3.747  -0.170
C4 -4.234 1.442 0.827  -0.460
C5 -5.818 1.026 0.878  -0.101
C6 -6.696 2.392 0.489  -0.533
Br1 -5.889 3.410 -1.069  -0.152
H1 1.811 2.634 1.493  0.284
H2 2.802 1.667 0.557  0.163
H3 0.284 2.267 -0.071  0.380
H4 1.246 0.667 -0.578  -0.020
H5 0.340 -0.212 2.094  0.342
H6 -0.659 -0.593 0.542  -0.042
H7 -1.143 1.449 2.953  0.478
H8 -1.515 2.194 1.229  0.309
H9 -3.044 0.953 4.485  0.215
H10 -3.792 1.501 -0.277  0.291
H11 -4.015 2.512 1.300  0.310
H12 -6.104 0.096 0.214  0.231
H13 -6.082 0.712 1.999  0.106
H14 -6.649 3.155 1.405  0.188
H15 -7.808 2.143 0.176  0.393
C7 -3.954 -3.849 -0.061  -1.014
C8 -3.018 -3.218 0.984  0.759
O1 -1.799 -3.233 0.469  -0.815
H16 -3.678 -4.887 -0.285  0.103
H17 -4.982 -3.859 0.320  0.561
H18 -3.960 -3.283 -1.002  0.243
H19 -3.202 -3.780 1.913  0.280
H20 -3.472 -2.244 1.227  -0.410
C9 -1.126 -0.522 -3.000  -1.601
C10 -1.796 0.741 -2.488  0.962
O2 -2.370 1.442 -3.368  -0.693
O3 -1.692 0.929 -1.244  -0.489
H21 -1.251 -0.628 -4.082  0.589
H22 -0.056 -0.492 -2.777  0.521
H23 -1.566 -1.398 -2.514  0.002
Cs1 0.392 1.248 -2.774  1.064
F1 3.851 -0.885 1.093  -0.346
Al1 3.692 -1.496 2.779  0.722
F2 4.831 -0.604 3.851  -0.465
F3 4.081 -3.254 2.820  -0.462
F4 2.004 -1.241 3.353  -0.405
Cl1 5.480 -2.305 -3.434  -0.137
C11 6.565 -0.892 -3.377  -0.177
C12 6.460 -0.141 -2.059  -0.809
Cl2 4.892 0.683 -1.877  -0.195
H24 6.327 -0.247 -4.228  0.372
H25 7.583 -1.270 -3.510  -0.065
H26 7.232 0.632 -2.010  0.388
H27 6.594 -0.810 -1.202  0.514
K1 5.792 -0.933 0.099  0.965
C13 11.039 -0.478 -3.928  -0.263
Cl3 9.868 -1.305 -4.962  -0.113
Cl4 10.226 0.536 -2.730  -0.148
H28 11.645 -1.224 -3.409  0.280
H29 11.681 0.151 -4.549  0.278
C14 -6.445 2.974 5.066  -0.245
Br2 -5.190 3.950 3.945  -0.036
Br3 -7.216 4.108 6.446  -0.002
Br4 -7.815 2.083 4.013  -0.043
H30 -5.875 2.191 5.578  0.337
F5 5.785 -2.461 -6.052  -0.847
Ca1 -2.915 -4.689 -1.733  1.231

Summary:
- net charge = +1
- E_HOMO (eV) = -7.45
- HOMO-LUMO gap (eV) = 1.44